22
Properties=species:S:1:pos:R:3:forces:R:3 method="wB97M-V/def2-TZVPD" e_above_lowest_kcal_mol=0.0 s_squared=0.751 total_charge=-1 homo_energy_ha="-0.1457 / -0.1472" multiplicity=2 homo_lumo_gap_ha="0.2704 / 0.2717" fmax_ev_per_a=5.3
C -0.420644 1.196406 -1.881213 0.4 0.3 0.4
C 0.979415 1.356090 -1.660929 -0.5 0.1 0.3
C 1.154161 2.231206 -0.548034 -0.4 -0.3 -0.1
C -0.138309 2.613876 -0.082982 0.1 -0.4 -0.1
C -1.110867 1.972672 -0.904504 0.5 -0.2 0.0
Yb 0.016485 -0.234518 0.550783 -1.0 2.8 -0.4
N -1.567998 -1.536578 0.120664 1.5 0.9 0.5
C -0.345691 -2.435916 -0.225807 -2.8 -4.3 -1.1
C 1.036652 -1.980734 -0.428526 1.4 1.5 0.3
H 2.108272 2.589274 -0.161081 -0.3 -0.2 -0.1
H 1.774313 0.919728 -2.266251 -0.3 0.1 0.3
H -0.344312 3.313242 0.727416 0.1 -0.3 -0.2
H -2.192276 2.090676 -0.832867 0.4 -0.1 0.0
H -0.878645 0.615482 -2.682119 0.1 0.1 0.4
H 1.349039 -1.930574 -1.470296 0.2 -0.1 0.3
H -0.323612 -3.273190 0.514258 -0.2 0.3 -0.4
H -2.414396 -2.095578 0.181611 0.6 0.1 -0.2
H 1.761159 -2.382883 0.283320 0.0 -0.2 -0.4
H -0.661560 -2.868112 -1.206575 0.2 -0.1 0.7
O -0.045612 0.008030 5.182838 0.0 0.0 -0.4
C 0.071222 -0.053301 3.995921 0.2 -0.1 -1.6
N 0.193203 -0.115294 2.794365 0.0 0.1 1.8

***

86
Properties=species:S:1:pos:R:3:forces:R:3 method="wB97M-V/def2-TZVPD" e_above_lowest_kcal_mol=27.8 homo_energy_ha=-0.3156 smiles=COC[C@H](C)N.COC[C@H](C)N.COC[C@H](C)N.COC[C@H](C)N.O.O.O.O.O.O homo_lumo_gap_ha=0.3284 fmax_ev_per_a=3.3
C -6.314742 3.464221 -10.997561 1.1 -0.1 -0.5
O -7.171964 4.583637 -10.995092 -0.4 -0.2 0.5
C -8.077443 4.606505 -12.085274 0.4 0.4 -0.5
C -9.281824 5.461842 -11.741427 -0.2 -0.2 0.8
C -8.924078 6.935389 -11.673420 -0.6 0.5 0.6
N -9.834811 4.991106 -10.443446 0.4 0.1 0.0
H -5.530253 3.630535 -11.749734 -0.1 -0.3 -0.1
H -6.798194 2.505385 -11.205670 -0.4 0.2 0.0
H -5.786692 3.385859 -10.050165 -0.3 0.2 0.2
H -7.576262 5.087348 -12.940484 -0.1 -0.3 -0.1
H -8.371358 3.590702 -12.358981 0.0 0.0 0.1
H -10.026864 5.293625 -12.522737 0.0 0.0 0.0
H -8.062427 7.078204 -11.017786 0.2 0.1 -0.3
H -9.744070 7.462783 -11.169959 0.0 -0.1 -0.1
H -8.827205 7.452723 -12.627951 0.4 -0.3 -0.1
H -9.051896 4.611102 -9.913705 -0.1 -0.2 -0.2
H -10.086679 5.788699 -9.866191 -0.3 0.0 -0.3
C -3.024778 9.630176 -8.891269 0.5 0.0 0.1
O -2.460152 8.685810 -9.765032 0.2 -0.2 0.1
C -2.216271 9.215487 -11.040678 -0.9 0.8 0.0
C -1.847693 8.102672 -12.004493 -0.1 -0.2 0.7
C -3.036984 7.164911 -12.213957 0.2 0.5 0.0
N -0.691535 7.323822 -11.503369 -2.7 1.6 -0.8
H -3.922120 10.073858 -9.335248 -0.1 0.0 0.2
H -2.301398 10.425764 -8.661628 -0.1 0.1 -0.1
H -3.235813 9.109118 -7.960975 -0.2 0.0 0.0
H -3.140229 9.740950 -11.360656 0.1 -0.3 -0.3
H -1.479156 10.036304 -11.003886 0.4 -0.4 0.1
H -1.638514 8.609903 -12.953171 0.4 -0.2 0.0
H -3.266878 6.645262 -11.284000 -0.1 0.0 0.0
H -2.834493 6.437175 -12.998908 0.0 0.0 0.0
H -3.888517 7.783058 -12.506031 -0.2 -0.3 0.0
H -0.063046 7.943846 -11.001610 -1.1 0.1 -0.4
H -1.036988 6.685920 -10.791183 -0.1 0.0 0.0
C 1.547951 6.861882 -11.146072 2.1 0.5 0.2
O 0.985339 5.611003 -11.418587 0.9 -0.8 0.1
C 1.461811 5.111807 -12.649504 -0.6 0.3 -0.4
C 0.723315 3.837474 -13.039484 0.0 -0.2 0.7
C 1.400951 3.229936 -14.248071 -0.2 -0.2 0.0
N -0.721128 4.085951 -13.257307 0.1 0.9 -0.1
H 1.105635 7.277356 -10.242028 0.6 -0.5 0.3
H 1.386309 7.597815 -11.946018 0.3 -0.5 0.0
H 2.638417 6.822602 -10.998142 0.0 -0.5 0.1
H 1.209042 5.849900 -13.432976 0.4 0.1 0.1
H 2.544979 4.959811 -12.610443 0.0 0.0 -0.1
H 0.785706 3.172295 -12.170462 0.0 -0.1 -0.2
H 2.408093 2.913403 -13.980811 0.1 0.1 -0.1
H 1.428346 3.971108 -15.052062 0.2 -0.1 -0.1
H 0.881760 2.345085 -14.616503 -0.1 0.0 0.1
H -0.928977 4.925617 -12.703827 -0.2 -0.3 0.2
H -0.877115 4.429841 -14.207024 0.2 -0.2 0.0
C 2.670785 -0.640039 -6.637609 -0.7 0.5 -0.2
O 1.527117 -0.355515 -7.431362 0.3 -0.1 0.2
C 0.332364 -0.374767 -6.689984 0.0 -0.2 0.7
C -0.732777 0.360341 -7.456525 -1.0 0.1 -0.6
C -0.520710 1.863219 -7.417719 0.5 0.2 0.0
N -2.062511 0.073843 -6.888421 -0.1 -0.1 0.2
H 3.478999 -0.762477 -7.350971 0.2 -0.2 0.2
H 2.506535 -1.517440 -6.004502 0.2 -0.2 -0.2
H 2.876637 0.203130 -5.965415 0.1 0.0 -0.1
H 0.033233 -1.410666 -6.457774 0.0 0.0 -0.2
H 0.466308 0.105340 -5.704867 0.0 0.1 -0.2
H -0.722367 0.025306 -8.502381 0.4 0.0 0.0
H -1.001631 2.382289 -8.246002 -0.1 -0.1 0.0
H 0.544111 2.102878 -7.472152 0.0 0.0 -0.1
H -0.896959 2.276059 -6.479221 -0.1 -0.1 0.0
H -2.751906 0.658461 -7.350954 0.1 0.2 0.1
H -2.357846 -0.877002 -7.088600 0.2 0.0 0.0
O -3.173941 2.846495 -12.826236 0.5 0.3 0.2
H -3.525830 2.709768 -13.708718 0.0 -0.1 0.0
H -2.240229 3.176445 -12.957086 -0.2 -0.1 -0.2
O -4.743117 5.569219 -9.417867 -0.1 0.4 0.0
H -5.061299 5.593967 -8.509877 0.1 -0.2 0.1
H -5.515795 5.781773 -9.957471 0.0 -0.1 -0.1
O -3.607611 3.435358 -7.492403 -0.1 0.1 0.0
H -2.991137 4.011900 -7.030388 0.1 -0.1 0.1
H -3.174248 3.254818 -8.340494 0.0 0.0 0.0
O -2.393269 4.058209 -10.091300 0.2 0.3 0.0
H -2.757767 3.749672 -10.929309 -0.1 0.0 0.0
H -3.005462 4.754348 -9.815976 -0.4 0.1 -0.1
O -2.645644 1.176351 -10.585739 0.2 -0.1 0.3
H -3.501446 0.748011 -10.668617 0.0 0.0 -0.1
H -2.619801 1.835848 -11.291739 -0.3 -0.4 -0.1
O -0.128112 5.169459 -8.578436 0.0 0.2 0.1
H 0.488807 4.975366 -9.290753 0.1 0.0 -0.1
H -0.953553 4.808267 -8.918905 0.0 -0.2 -0.1

***

81
Properties=species:S:1:pos:R:3:forces:R:3 method="wB97M-V/def2-TZVPD" e_above_lowest_kcal_mol=199.1 total_charge=+1 homo_energy_ha="-0.3305 / -0.3304" homo_lumo_gap_ha="0.1912 / 0.2030" fmax_ev_per_a=6.0
Sc -1.474002 1.409801 -2.698636 2.1 -2.4 3.3
C 0.586441 1.635095 0.961486 1.2 -1.8 0.7
C -0.836429 1.655242 0.849693 -0.2 -1.2 0.8
C -0.212588 -0.396939 1.673611 -2.3 0.2 -0.5
C 0.964830 0.360088 1.446079 0.8 3.0 -1.0
C -1.325353 0.386200 1.272999 1.2 -0.9 0.2
C 1.504813 2.796693 0.889702 0.5 0.4 0.2
H 1.116438 3.612123 0.264685 0.2 -0.1 0.2
H 2.491204 2.489126 0.504022 -0.4 0.3 0.0
H 1.661590 3.196589 1.912079 0.0 0.0 -0.5
C 2.340253 -0.056287 1.811742 0.4 0.0 0.2
H 3.022414 0.804811 1.871898 -0.2 -0.3 0.0
H 2.760378 -0.769590 1.086911 -0.1 0.2 0.2
H 2.339642 -0.550210 2.796397 0.1 0.1 -0.3
C -0.247811 -1.712084 2.354215 -0.3 -0.2 0.3
H 0.410383 -1.706182 3.241134 -0.2 -0.1 -0.3
H 0.085295 -2.526026 1.695661 -0.1 0.2 0.2
H -1.266364 -1.938719 2.688575 0.3 -0.1 0.0
C -2.726758 -0.000984 1.530588 -0.6 -0.2 0.4
H -3.011495 0.246597 2.571186 -0.1 -0.1 -0.4
H -2.864463 -1.086775 1.408555 -0.1 0.4 0.0
H -3.424576 0.515282 0.866585 0.0 -0.1 0.2
C -1.683186 2.850861 0.719184 -0.3 0.6 -0.1
H -1.972276 3.186710 1.725971 -0.1 0.0 -0.2
H -2.621194 2.684792 0.175876 0.0 -0.1 0.1
H -1.169991 3.693994 0.258509 0.1 0.1 0.0
C 0.355398 1.120605 -5.565734 0.3 1.4 1.4
C 0.321648 2.335655 -4.869425 1.4 -0.4 -4.4
C -0.734771 3.372077 -5.246711 0.2 -0.1 -0.1
C -2.165273 2.858435 -5.239086 -1.2 1.4 -0.6
C -2.564418 1.819310 -4.260344 -1.8 0.3 -1.5
C -2.547947 0.449041 -4.589212 -1.1 -0.9 -0.4
C -1.923078 -0.105447 -5.865640 0.3 0.3 -0.2
C -0.683539 0.644206 -6.454582 -0.7 -1.4 -1.6
H -0.543366 3.748916 -6.274092 0.2 -0.1 0.5
H -2.485139 2.537153 -6.239663 0.2 0.1 0.3
H -0.625975 4.230888 -4.579102 -0.1 0.0 -0.1
H -1.003412 1.431653 -7.138491 -0.2 0.1 0.1
H 1.204335 0.428302 -5.403017 -0.5 0.6 -0.2
H 1.291706 2.846106 -4.783243 -0.2 -0.1 0.2
H -0.215379 -0.116825 -7.111704 -0.2 0.4 0.2
H -1.661352 -1.171337 -5.680431 -0.1 0.7 -0.1
H -3.361522 -0.234443 -4.340121 0.1 0.4 0.3
H -2.671511 -0.134809 -6.693082 0.2 0.0 0.7
H -2.822234 3.707159 -5.000260 0.2 0.0 -0.4
H -3.112874 2.234417 -3.350003 -1.0 -0.4 -1.7
P 1.395505 1.336558 -3.053584 -1.8 -1.7 5.5
C 3.009027 1.154392 -3.829264 1.4 1.3 -1.2
C 0.438496 2.833149 -2.236320 1.2 0.2 -1.2
P -1.950806 -1.358390 -2.198512 -0.4 3.1 1.0
C 0.037013 0.074620 -2.988329 2.1 0.4 -2.1
C -3.470618 -0.066985 -1.850343 -0.2 -1.6 0.3
C -2.435141 -2.587631 -3.371929 -1.0 -1.0 -0.8
H 3.338953 0.104366 -3.909704 -0.7 0.2 0.4
H 3.774368 1.660711 -3.204506 -0.5 -0.3 -0.3
H 3.106943 1.584890 -4.847031 -0.1 -0.1 0.3
H -0.462271 3.172796 -2.857964 0.9 0.5 0.5
H 1.180371 3.666783 -2.366643 -1.0 -0.5 0.7
H 0.109709 2.656681 -1.185937 0.8 0.0 -0.7
H -2.730359 -2.291194 -4.375975 -0.2 0.1 0.0
H -3.245376 -3.194435 -2.933037 0.2 0.1 -0.2
H -1.564493 -3.253782 -3.473910 -0.1 0.2 0.1
H 0.340604 -0.835293 -3.505763 0.5 -0.4 0.8
H -0.557370 0.345398 -3.974821 0.2 -0.3 0.6
H -3.932879 -0.541240 -0.972429 -0.2 0.3 -0.4
H -4.188181 0.030563 -2.679191 0.2 -0.1 0.5
H -3.287961 0.950843 -1.429921 0.4 -0.3 -0.1
Cl 1.479657 -3.460691 -3.371330 -0.2 0.0 -0.6
C 2.089656 -3.919588 -1.834446 0.2 0.5 2.0
C 2.833934 -5.075348 -1.680198 0.5 -0.1 0.3
C 3.369594 -5.410347 -0.424810 -0.6 0.0 -0.3
C 3.085149 -4.613288 0.674718 0.5 -0.1 0.5
C 2.315026 -3.476970 0.552316 -0.5 0.5 -1.0
C 1.790459 -3.083283 -0.704994 1.8 -3.2 0.1
C 0.951760 -1.983706 -0.833012 -1.6 2.2 -0.3
H 3.033229 -5.708941 -2.536246 0.0 0.1 0.0
H 3.936845 -6.326860 -0.289895 0.0 0.2 -0.2
H 3.483647 -4.846951 1.663691 0.0 -0.1 -0.3
H 2.116547 -2.816763 1.396165 0.1 -0.4 -0.1
H 1.281102 -1.129919 -1.405201 -0.1 0.1 0.0
H -0.107255 -2.015073 -0.565993 0.6 0.1 0.2

***

14
Properties=species:S:1:pos:R:3:forces:R:3 method="wB97M-V/def2-TZVPD" e_above_lowest_kcal_mol=182.9 homo_energy_ha="-0.3045 / -0.3238" homo_lumo_gap_ha="0.2605 / 0.3195" fmax_ev_per_a=5.2
C 1.704485 0.410793 -0.172728 0.2 0.4 2.5
C 1.598796 -0.308800 -1.207561 0.0 -0.1 -1.2
C -1.763207 0.453826 -0.482310 -0.8 1.2 0.3
C -1.274463 -0.814784 -0.361308 -1.4 0.0 -1.7
C 0.877511 0.312256 1.192964 -1.1 1.6 -4.9
N -0.581993 -1.507946 0.497332 2.4 0.3 2.1
O 0.252562 -0.856158 1.425537 -1.5 -2.6 0.4
H 2.330857 1.285858 -0.147553 0.5 0.3 0.1
H 0.894222 -0.949255 -1.640839 -0.3 -1.2 -0.5
H -2.482174 0.840865 -1.257881 1.1 -1.1 0.7
H -1.656948 1.139157 0.357015 0.1 0.0 -0.3
H -1.560685 -1.603397 -1.048556 -0.6 0.4 -0.7
H 1.497361 0.507198 1.993727 1.0 0.7 1.7
H 0.163674 1.090392 0.852162 0.4 0.2 1.4

***

29
Properties=species:S:1:pos:R:3:forces:R:3 method="wB97M-V/def2-TZVPD" e_above_lowest_kcal_mol=36.9 homo_energy_ha=-0.2633 smiles="O=C1C=CC=C/C1=C1/C=C(c2ccccc2)NO1" homo_lumo_gap_ha=0.2451 fmax_ev_per_a=3.1
O -0.927548 -0.098039 3.152161 1.0 0.6 -1.1
C -1.741153 -0.839387 2.594885 0.8 0.2 1.1
C -2.911033 -1.112942 3.409631 -1.2 -1.4 -1.3
C -3.783760 -2.073445 3.020088 0.2 0.2 -0.8
C -3.527889 -2.904837 1.829963 0.1 0.3 -0.1
C -2.470047 -2.651924 1.010031 0.1 0.6 0.6
C -1.577738 -1.521944 1.293019 -0.9 -1.1 -0.5
C -0.713714 -1.102589 0.296812 0.6 1.1 0.6
C 0.137778 0.045245 0.302033 0.9 0.4 -0.6
C 0.738934 0.170237 -0.941049 -1.9 -1.6 1.8
C 1.722924 1.145416 -1.400484 -0.9 -0.2 -2.2
C 1.730015 1.554306 -2.761666 -0.8 -0.8 0.2
C 2.644737 2.472618 -3.217184 0.0 0.1 0.4
C 3.552972 3.031484 -2.329065 -0.6 -0.8 0.7
C 3.525317 2.649707 -0.993480 -0.1 0.0 -0.6
C 2.624538 1.708784 -0.548066 0.3 -0.1 1.2
N 0.196325 -0.837678 -1.717378 0.6 0.9 -0.5
O -0.617391 -1.717937 -0.932561 1.0 1.1 -0.5
H -3.065005 -0.525720 4.299492 0.1 0.2 0.0
H -4.728524 -2.137518 3.544936 0.0 -0.5 0.1
H -4.213278 -3.699298 1.547629 0.0 0.1 0.3
H -2.250791 -3.256836 0.118909 -0.3 0.3 0.4
H 0.278142 0.718876 1.138733 -0.2 -0.3 -0.1
H 0.973236 1.162924 -3.466885 0.5 0.2 0.5
H 2.617721 2.796416 -4.239169 0.1 0.0 -0.3
H 4.251752 3.732913 -2.677083 0.8 0.9 -0.3
H 4.196488 3.033185 -0.266475 0.6 0.5 0.3
H 2.647208 1.405970 0.497893 -0.1 0.0 -0.2
H 0.689781 -1.147986 -2.565669 -0.8 -0.8 1.0

***

11
Properties=species:S:1:pos:R:3:forces:R:3 method="wB97M-V/def2-TZVPD" e_above_lowest_kcal_mol=3.8 homo_energy_ha=-0.3071 smiles="FC1=CC=CC1" homo_lumo_gap_ha=0.3485 fmax_ev_per_a=2.4
F 0.427616 1.690685 -1.737350 0.9 0.0 -0.5
C 0.180147 0.786639 -0.794099 -1.1 0.1 0.9
C -0.957628 0.868180 -0.077175 1.0 0.2 -0.4
C -0.996275 -0.228917 0.865833 1.2 -0.5 -1.0
C 0.080922 -1.007694 0.663120 0.5 1.7 -1.0
C 1.058894 -0.356984 -0.354681 -2.1 -0.9 -0.7
H -1.659820 1.665658 -0.196013 -0.4 0.2 0.0
H -1.780426 -0.414086 1.544556 -0.7 -0.2 0.6
H 0.294058 -1.918410 1.104550 0.4 -1.5 1.0
H 1.941807 -0.047030 0.141186 0.9 0.6 0.7
H 1.410705 -1.038042 -1.159926 -0.5 0.4 0.3